Entry 1:
ORCA calculation (the ωB97M-V functional and the def2-TZVPD basis) on a structure of composition C17H29N3ORbSeV.

```
53
Properties=species:S:1:pos:R:3:forces:R:3
N -2.147179 -1.342471 -0.292497 1.021 0.890 0.221
C -2.996906 -2.011768 0.220141 -1.948 -1.174 1.827
O -3.846190 -2.578167 0.876203 2.173 0.922 -2.683
Rb -3.433004 -0.975919 2.847088 -0.647 0.463 1.286
V -0.445420 -0.394065 0.011026 -0.686 -0.817 -0.773
N -0.350442 1.397651 -0.402678 0.148 -1.053 0.464
N 0.700150 -1.445096 -0.957412 -0.307 0.698 1.705
C -0.659497 1.902250 -1.760850 -0.225 -0.128 -0.921
C 0.514094 -2.680166 -1.752133 -0.640 -0.747 -0.461
C -0.763655 3.425245 -1.799073 -0.001 0.242 0.318
C 0.436406 1.450630 -2.727576 0.512 -0.165 -0.073
C -1.987651 1.295242 -2.206696 -0.350 0.022 0.037
C 0.164866 -3.833149 -0.808235 0.102 -0.140 0.342
C 1.757702 -3.053027 -2.558019 0.394 0.275 0.002
C -0.614816 -2.469698 -2.753117 -0.289 0.100 -0.428
H -1.475833 3.789598 -1.050348 0.062 0.002 -0.134
H -1.121437 3.735296 -2.788042 0.085 -0.143 0.232
H 0.204912 3.907848 -1.632424 -0.164 -0.061 -0.049
H 1.400410 1.903712 -2.462861 -0.154 -0.040 -0.140
H 0.178672 1.752360 -3.751234 0.094 -0.045 0.295
H 0.561390 0.356699 -2.706593 -0.108 0.371 -0.112
H -1.949051 0.198099 -2.281760 0.059 0.276 -0.092
H -2.249061 1.699828 -3.194458 0.025 -0.229 0.300
H -2.786380 1.556692 -1.498933 0.123 -0.023 -0.205
H 0.972703 -3.982817 -0.080168 -0.149 -0.093 -0.124
H 0.040970 -4.757599 -1.389659 0.061 0.274 0.200
H -0.762834 -3.644062 -0.253156 0.182 -0.040 -0.190
H 2.601160 -3.337651 -1.918766 -0.126 0.036 -0.192
H 2.056821 -2.223102 -3.211459 0.024 -0.220 0.088
H 1.509465 -3.912988 -3.195208 0.096 0.280 0.244
H -0.689405 -3.365841 -3.385688 -0.047 0.309 0.204
H -0.388085 -1.617663 -3.407596 -0.081 -0.199 0.061
H -1.585663 -2.300347 -2.278807 0.270 -0.106 -0.175
C 0.609479 2.158880 0.399629 0.740 -0.086 0.282
H 0.669871 1.749585 1.417854 -0.073 0.174 -0.188
H 1.632977 2.147061 -0.020974 -0.429 0.025 -0.070
H 0.298343 3.210660 0.476213 -0.092 -0.387 0.034
C 2.053801 -1.133235 -0.482924 0.419 0.577 -0.451
H 2.002957 -0.442998 0.373379 0.089 0.001 -0.056
H 2.598343 -2.029052 -0.141226 -0.458 0.213 -0.005
H 2.652379 -0.640842 -1.268200 -0.232 -0.207 0.207
Se -0.208240 -1.055285 2.319618 0.608 0.521 0.180
C 0.126229 0.444535 3.577024 0.104 0.084 -0.096
C -0.881978 1.339109 3.962324 -0.006 0.009 -0.160
C -0.610601 2.326327 4.917238 0.138 -0.145 -0.043
C 0.670009 2.434045 5.475437 0.036 -0.256 -0.305
C 1.680244 1.541155 5.085709 -0.435 0.059 -0.085
C 1.402999 0.534414 4.154000 -0.120 -0.091 -0.180
H -1.876527 1.298983 3.499654 0.450 0.110 0.219
H -1.403338 3.014404 5.222451 0.301 -0.237 -0.130
H 0.886124 3.218678 6.203185 -0.095 -0.283 -0.227
H 2.682481 1.630234 5.506705 -0.315 -0.090 -0.101
H 2.167213 -0.192219 3.873915 -0.137 0.276 0.104
```
Forces are in eV/Å.

Results
Gap between HOMO and LUMO (alpha / beta): 6.13 / 6.75 eV
HOMO level (alpha / beta): -0.55094 / -0.55495 Eh
Net charge: +2
Electronic energy: -116291.9233 eV

Löwdin population analysis, charges in e, atoms 1 to 6:
1. N 0.021
2. C -0.492
3. O -0.042
4. Rb 1.028
5. V 0.759
6. N -0.144

---

Entry 2:
ORCA calculation (the ωB97M-V functional and the def2-TZVPD basis) on the molecule C17H30BrN2O9PS.

```
61
Properties=species:S:1:pos:R:3:forces:R:3
C 3.611270 -0.451026 0.150763 0.172 0.254 -0.669
C 2.461615 -0.486600 0.473472 -0.278 -0.357 0.118
C 1.058735 -0.506182 0.885407 -0.034 -0.122 0.046
C 0.856172 -1.321078 2.194263 -0.152 0.662 0.380
Br -0.427493 -0.321078 3.357296 -0.093 -0.246 -0.065
C 2.131956 -1.485585 3.029615 -0.427 -0.253 0.549
P 2.745658 0.020471 3.816330 0.563 0.560 -0.835
O 2.514276 1.272340 3.080400 -0.321 -0.051 0.074
O 2.241111 0.081963 5.326756 -0.080 -0.058 -0.016
O 4.289915 -0.348595 3.967799 -0.207 -0.151 0.304
O 0.192875 -2.548549 1.996940 0.819 -0.159 -0.668
S 1.208975 -3.669985 1.237169 -0.181 -0.434 -0.260
O 0.418093 -4.866745 1.278079 -0.066 -0.044 0.088
O 1.211375 -3.094128 -0.274702 -0.047 0.651 0.978
C 0.113761 -2.309773 -0.849812 -0.847 -0.174 -0.566
O 0.395513 -2.360055 -2.220330 0.310 -0.195 0.194
C -1.201348 -3.105205 -0.727933 0.379 -0.148 -0.266
C -2.167910 -2.940019 -1.921840 -0.282 -0.363 0.254
N -2.110933 -4.039254 -2.900580 -0.047 0.005 0.275
C 0.092401 -0.806422 -0.306024 0.144 -0.120 -0.239
C 0.530634 0.119217 -1.468468 -0.153 0.499 0.378
C 0.728209 1.602415 -1.139821 0.089 0.021 -0.443
N -0.502701 2.390905 -0.966484 0.480 0.463 -0.270
C -0.303902 3.532873 -0.060548 0.224 -0.173 0.427
C 0.655968 4.619057 -0.578831 0.020 0.038 0.424
C -1.110024 2.709279 -2.175255 -0.354 -0.047 -0.004
C -2.271895 3.671251 -2.111883 -0.208 -0.040 0.118
O -0.765195 2.226006 -3.232346 0.087 -0.143 -0.020
C -1.308067 -0.384687 0.157459 0.213 0.488 0.305
O -2.187736 -0.182384 -0.915084 -0.030 -0.134 -0.122
C -3.330706 0.524932 -0.490089 0.127 -0.074 0.208
H 4.538193 -0.306099 -0.350061 0.224 -0.142 0.301
H 0.834684 0.519772 1.167149 0.104 0.085 0.091
H 2.947923 -1.903687 2.447876 0.042 0.050 -0.147
H 1.886139 -2.198655 3.818796 0.074 -0.012 0.095
H 1.547483 0.755099 5.366473 -0.068 -0.058 0.182
H 4.728924 0.388225 4.414720 0.242 -0.096 -0.034
H 1.353035 -2.307017 -2.325729 -0.005 0.126 -0.096
H -1.680335 -2.973720 0.235280 -0.041 0.166 0.060
H -0.879371 -4.143758 -0.756662 -0.034 -0.095 0.111
H -3.174525 -2.962741 -1.505080 -0.120 0.201 -0.077
H -2.058111 -1.987426 -2.420469 0.160 0.069 -0.054
H -1.177696 -4.432425 -2.930067 0.098 0.183 -0.185
H -2.701734 -4.786078 -2.555026 0.007 -0.093 -0.112
H -0.191398 0.065829 -2.272049 -0.004 -0.181 -0.110
H 1.496023 -0.203688 -1.846218 0.022 -0.161 -0.081
H 1.388134 1.766135 -0.291788 -0.131 -0.011 0.222
H 1.269025 2.014686 -1.995649 0.042 -0.022 -0.075
H 0.112542 3.121687 0.857892 -0.044 -0.113 0.072
H -1.252556 3.974127 0.229715 -0.181 -0.067 -0.146
H 1.201354 4.306027 -1.464813 -0.088 0.001 -0.174
H 1.402044 4.837262 0.183728 0.080 0.017 0.019
H 0.138926 5.557114 -0.763780 -0.056 0.016 -0.282
H -2.866658 3.522857 -1.213990 0.003 0.090 0.093
H -1.925199 4.702716 -2.133760 0.060 0.072 0.010
H -2.910357 3.504188 -2.972441 0.075 -0.020 -0.148
H -1.195910 0.565106 0.693471 0.022 0.081 -0.034
H -1.719995 -1.079347 0.892312 -0.121 -0.155 -0.067
H -4.049923 0.539055 -1.302080 -0.045 -0.066 -0.077
H -3.761253 0.049881 0.396571 -0.204 -0.066 -0.036
H -3.070011 1.551517 -0.216041 0.063 0.049 0.002
```
Forces are in eV/Å.

Results
Gap between HOMO and LUMO: 9.12 eV
HOMO level: -0.32956 Eh
Electronic energy: -129689.5209 eV

Löwdin population analysis, charges in e, atoms 1 to 6:
1. C 0.174
2. C -0.122
3. C -0.259
4. C -0.771
5. Br 0.878
6. C -0.246